{
  "formula": "C2H3NO3",
  "method": "ωB97M-V/def2-TZVPD",
  "symbols": ["C", "C", "O", "O", "N", "O", "H", "H", "H"],
  "positions_angstrom": [[0.3850, -0.2474, -0.6043], [-0.5600, 0.3497, 0.6047], [0.0399, -0.1449, -1.8914], [-0.0130, 1.2675, 1.4505], [-0.3716, -1.0029, 0.4943], [1.4763, -0.7024, -0.1777], [0.0901, -1.0088, -2.3292], [0.5282, 0.8565, 2.1368], [-1.5749, 0.6328, 0.3162]],
  "largest_force_ev_per_a": 1.9,
  "e_homo_ev": [-9.36, -9.28],
  "spin_multiplicity": 1,
  "orbital_gap_ev": [8.0, 8.0]
}

{
  "formula": "C2H3NO3",
  "method": "ωB97M-V/def2-TZVPD",
  "symbols": ["C", "C", "O", "N", "O", "O", "H", "H", "H"],
  "positions_angstrom": [[-0.6367, -0.3757, -0.0693], [0.8175, 0.3732, -0.1265], [-0.4882, -1.5020, 0.6721], [0.5406, 1.5791, 0.1840], [-0.1033, 2.5411, -0.1581], [1.7845, -0.3459, -0.1355], [0.3338, -1.9533, 0.4092], [-0.8204, -0.5524, -1.1394], [-1.4278, 0.2360, 0.3635]],
  "largest_force_ev_per_a": 4.2,
  "smiles": "O=NC(=O)CO",
  "e_homo_ev": -9.72,
  "spin_multiplicity": 1,
  "orbital_gap_ev": 8.1
}

{
  "formula": "C2H3NO3S",
  "method": "ωB97M-V/def2-TZVPD",
  "symbols": ["C", "C", "N", "O", "O", "O", "S", "H", "H", "H"],
  "positions_angstrom": [[1.4176, 1.2638, -0.0568], [0.0544, 0.4065, 0.0911], [-0.8679, 0.6261, 1.2235], [1.6093, 2.2083, 0.6198], [-1.6511, -0.5755, 1.4358], [-2.3564, 0.8616, -0.8981], [-1.2580, 1.4892, -0.2123], [2.1526, 0.9217, -0.8058], [-0.1367, -0.6749, -0.2994], [-2.6020, -0.3623, 1.5087]],
  "largest_force_ev_per_a": 3.2,
  "e_homo_ev": -9.46,
  "spin_multiplicity": 1,
  "orbital_gap_ev": 9.8
}

{
  "formula": "C2H3NO4",
  "method": "ωB97M-V/def2-TZVPD",
  "symbols": ["C", "C", "N", "O", "O", "O", "O", "H", "H", "H"],
  "positions_angstrom": [[-0.7379, -0.5799, 1.2247], [0.9262, -0.0197, -0.4022], [1.9055, 1.1291, -0.4136], [0.0945, 0.2548, 0.7254], [2.2587, 1.4372, -1.5066], [2.3112, 1.5061, 0.6241], [-0.8084, -1.7418, 1.0527], [-1.4503, 0.0485, 1.9152], [1.5191, -0.8351, -0.2635], [0.3092, -0.1945, -1.3987]],
  "largest_force_ev_per_a": 4.0,
  "smiles": "O=COC[N+](=O)[O-]",
  "e_homo_ev": -11.32,
  "spin_multiplicity": 1,
  "orbital_gap_ev": 11.4
}

{
  "formula": "C2H3NO4",
  "method": "ωB97M-V/def2-TZVPD",
  "symbols": ["C", "C", "N", "O", "O", "O", "O", "H", "H", "H"],
  "positions_angstrom": [[0.6953, -0.3274, -0.4924], [-1.6641, 0.2570, -0.8535], [2.5020, 0.0032, 1.1212], [0.3483, 0.2998, 0.4501], [-2.3899, -0.6076, -0.1660], [1.0822, -0.9396, -1.3884], [-1.9772, 1.1163, -1.5987], [-3.3428, -0.4747, -0.3645], [2.5839, 1.0139, 1.2677], [2.1623, -0.3409, 2.0244]],
  "largest_force_ev_per_a": 1.5,
  "e_homo_ev": [-10.48, -8.98],
  "spin_multiplicity": 1,
  "orbital_gap_ev": [9.7, 8.7]
}

{
  "formula": "C2H3NOS",
  "method": "ωB97M-V/def2-TZVPD",
  "symbols": ["C", "C", "N", "O", "S", "H", "H", "H"],
  "positions_angstrom": [[0.4984, 1.1117, -0.0532], [-1.1320, -0.6650, 0.1620], [-0.6754, 0.5712, 0.2177], [1.5409, -1.1857, -0.0826], [1.9353, 0.2463, -0.0566], [0.5284, 2.1563, -0.3285], [-2.1504, -0.7935, 0.5157], [-0.5452, -1.4413, -0.3746]],
  "largest_force_ev_per_a": 3.5,
  "e_homo_ev": [-8.68, -8.68],
  "spin_multiplicity": 1,
  "orbital_gap_ev": [7.8, 7.8]
}

{
  "formula": "C2H3NOS",
  "method": "ωB97M-V/def2-TZVPD",
  "symbols": ["C", "C", "N", "O", "S", "H", "H", "H"],
  "positions_angstrom": [[-0.6431, -0.6149, 0.7261], [0.1504, 0.8706, -0.8109], [0.3808, -0.2760, 0.0476], [-0.9478, 1.2216, -1.0840], [2.0374, -0.8439, 0.1352], [-0.4262, -1.1286, 1.6386], [-1.7077, -0.4190, 0.4075], [1.1562, 1.1903, -1.0600]],
  "largest_force_ev_per_a": 1.7,
  "smiles": "C=[N+]([S-])C=O",
  "e_homo_ev": [-8.54, -8.54],
  "spin_multiplicity": 1,
  "orbital_gap_ev": [7.4, 7.4]
}

{
  "formula": "C2H3NOS",
  "method": "ωB97M-V/def2-TZVPD",
  "symbols": ["C", "C", "H", "H", "H", "N", "O", "S"],
  "positions_angstrom": [[0.5211, 0.9032, -0.7347], [-0.7104, -0.7501, 0.6769], [1.5874, 1.0112, -1.0927], [1.2225, -0.8193, 0.1128], [-0.4717, -1.6815, 1.1686], [0.3846, -0.2627, 0.0319], [-0.3272, 1.7174, -0.9404], [-2.2063, -0.1182, 0.7776]],
  "largest_force_ev_per_a": 1.0,
  "smiles": "O=CNC=S",
  "e_homo_ev": -8.60,
  "spin_multiplicity": 1,
  "orbital_gap_ev": 8.5
}

no.,M (g mol⁻¹)
1,89.0
2,89.0
3,121.1
4,105.0
5,105.0
6,89.1
7,89.1
8,89.1